Entry 1:
C68H58GeNO2P3Ti as an isolated structure, computed with wB97M-V/def2-TZVPD.

Computed properties:
Expectation value of S²: 0.7657
Total charge: +1
E_HOMO (spin up / spin down) in eV: -9.555 / -9.536
2S+1: 2
Relative energy (zero: lowest compared OMol25 entry of this formula, charge and spin) in kcal/mol: 7.4

Each line ends with the Löwdin charge.
Atoms and positions in Å:
C 2.41921 -3.14282 -0.94007  -0.35
P 2.05318 -1.42617 -1.39653  1.09
H 0.78291 -0.19836 4.57864  0.11
H -3.21546 -0.64260 5.31400  0.11
H 2.91206 -6.86721 0.00254  0.11
H -7.76519 1.53901 -3.14403  0.11
C -3.93384 1.17564 2.11606  -0.08
H 5.90120 -3.58480 2.76990  0.11
C -3.64090 -0.45069 -2.56043  -0.26
H -4.70866 3.83161 -1.21637  0.10
C -2.78461 0.93019 1.37332  -0.36
C -0.27928 2.12063 -5.81275  -0.09
H 2.03621 -1.33876 -7.07864  0.11
C -1.36141 2.67416 5.91902  -0.07
H 4.68904 2.75287 -0.55529  0.13
C 0.28708 -0.68444 3.73620  -0.28
C 3.53944 -5.25867 -1.27228  -0.05
H 1.25753 4.68361 2.03335  0.12
C 1.70036 -2.55610 -3.93990  -0.11
C 3.12141 2.85093 4.18710  -0.06
N -1.08386 -0.25802 3.68008  -0.19
H 6.87909 1.58165 -0.54467  0.11
C 1.32240 2.54641 2.10094  -0.11
H 4.18631 0.20513 1.81216  0.10
C 1.69187 -2.52330 -5.32673  -0.06
H 3.81642 2.96572 5.00754  0.11
C -2.49764 2.37469 6.65602  -0.09
C 3.55344 0.98165 -0.86273  -0.15
C -3.70943 3.53661 1.71976  -0.06
C -5.39345 -1.67109 -3.72551  -0.07
H -5.29491 2.65087 2.85699  0.11
C -1.28028 0.16711 -4.83720  -0.11
H -2.23098 -3.62375 1.22795  0.10
C 4.80749 -1.05046 -1.04160  -0.08
C 5.99017 -0.34734 -0.86665  -0.06
C -1.02006 0.62997 -3.54423  -0.31
H 0.60904 2.45621 1.29110  0.08
C -0.90471 1.80651 4.94097  -0.01
C 4.74394 1.68094 -0.68538  0.00
C 2.58858 3.97298 3.55937  -0.06
C -4.55941 -1.41285 0.13018  -0.09
H -7.04625 3.61706 -2.04418  0.11
P 1.30616 -0.25511 2.23919  1.07
H -1.79355 -0.77929 -4.97859  0.10
H 3.65596 -4.46517 3.32539  0.11
C -0.02106 2.60684 -4.54197  -0.08
H -3.96278 -5.20358 0.51736  0.11
C -4.13221 -4.14070 0.41125  -0.07
H 6.14280 -1.24113 2.00684  0.11
Ge -1.75719 -0.36698 -2.00836  0.91
C -6.26247 -0.63698 -3.57947  -0.04
H -1.71923 -2.20975 3.15424  0.10
P -2.05614 -0.73452 1.19738  0.98
C -2.11920 2.00709 0.79790  -0.15
C 5.96303 1.02407 -0.68313  -0.04
H 4.26911 -5.85532 -1.80155  0.11
H -4.73767 -0.35223 0.02505  0.10
O 2.34532 3.05212 -0.87109  0.13
H -3.42978 -2.43248 -3.31798  0.09
C -6.35553 2.79248 -2.15898  -0.07
H -4.03903 0.92371 6.99141  0.11
C 5.03084 -2.94857 2.68309  -0.06
H 0.92803 -3.13385 0.60827  0.08
H 2.63894 0.69000 -5.79362  0.11
H -1.14992 0.51777 -6.94546  0.11
H 1.44465 -3.47689 -3.43101  0.11
C 3.57007 -0.41451 -1.03802  -0.26
H -0.03583 2.07040 4.35252  0.09
C 2.78706 -1.29669 2.47191  -0.36
H 2.63287 0.65741 -3.36161  0.11
H -0.83143 3.60194 6.09145  0.11
C 2.77973 -5.82491 -0.25421  -0.06
C 2.04927 -1.41968 -3.21447  -0.33
C 2.03663 -1.36028 -5.99706  -0.07
C 1.66613 -3.72680 0.07173  -0.12
H -0.70423 -2.56944 -2.99010  0.02
C -6.75527 1.64055 -2.76715  -0.03
C 4.05498 -0.81741 2.14472  -0.10
C -5.03097 2.91156 -1.68533  -0.06
Ti 0.15158 -0.19983 -0.13729  0.42
H -1.24092 1.84054 0.17325  0.05
C -3.16177 -3.24388 0.81891  -0.11
C 1.83958 -5.06020 0.41487  -0.07
H 3.17366 0.72223 4.27249  0.11
C -4.08107 -1.57579 -3.20494  -0.12
O 1.17791 1.16933 -0.80482  -0.28
H 2.88513 4.96283 3.87915  0.11
C 2.36993 -0.24641 -3.89546  -0.07
H -2.05954 -2.88190 -1.88330  0.01
C 1.86241 1.41929 2.70543  -0.37
H -3.14362 1.98607 -1.46064  0.07
C 5.16726 -1.63529 2.25683  -0.07
C -2.69905 0.29740 5.45155  -0.03
C 2.66066 -2.62271 2.88736  -0.11
C -3.16090 1.18218 6.41477  -0.08
C -0.40071 1.87190 -3.42559  -0.13
H -6.44839 -1.94104 -0.72005  0.11
H -7.27007 -0.70282 -3.97118  0.11
H -6.08194 -4.37429 -0.45577  0.11
H 0.46790 3.56434 -4.41265  0.11
H 1.42337 -3.41316 -5.88028  0.11
C -3.36963 -1.86912 0.67954  -0.37
C -5.53254 -2.31284 -0.28046  -0.06
C 3.35117 -3.93401 -1.62109  -0.10
C -4.39676 2.47208 2.28233  -0.05
C 2.75981 1.58535 3.76550  -0.10
C -4.15392 1.87496 -1.82042  -0.04
H -0.22025 2.30171 -2.44752  0.08
C 2.32613 1.85262 -0.85642  -0.54
C -5.85803 0.55462 -2.92509  -0.16
C -0.92080 0.89675 -5.95764  -0.09
C 3.77432 -3.44172 2.99635  -0.07
C -1.57104 0.60794 4.69503  -0.23
H -0.47887 -2.55855 -1.24779  -0.03
C -2.56175 3.30677 0.97240  -0.07
H -5.69934 -2.57273 -4.23960  0.11
C -1.17062 -2.27193 -2.05333  -0.25
C -4.53802 0.65931 -2.43226  -0.19
C 2.37598 -0.22293 -5.27915  -0.06
H -4.06979 4.54694 1.86054  0.11
H 1.23823 -5.49769 1.20039  0.11
H -4.48740 0.35715 2.56068  0.11
H 0.34395 -1.76648 3.90515  0.08
C -1.98596 -1.15584 3.00228  -0.30
H 1.69327 -3.04312 3.12847  0.09
H -2.85758 3.05800 7.41191  0.10
H 3.91261 -3.52331 -2.45035  0.11
H 4.86350 -2.12127 -1.15637  0.09
H -2.02561 4.12955 0.51811  0.12
H 0.00460 2.69554 -6.68506  0.10
C -5.32087 -3.67348 -0.14032  -0.06
C 1.68424 3.81975 2.52357  -0.05
H 6.93254 -0.87858 -0.87775  0.12
H -2.99711 -1.02762 3.38059  0.07

=====

Entry 2:
C68H66BrCoN4O3P2Se as an isolated structure, computed with wB97M-V/def2-TZVPD.

Computed properties:
Expectation value of S²: 0.7623
Total charge: -1
E_HOMO (spin up / spin down) in eV: -3.809 / -3.796
2S+1: 2

Each line ends with the Löwdin charge.
Atoms and positions in Å:
H -2.17136 1.94437 -5.61760  0.09
H -0.05216 4.08347 -5.10730  0.07
N -0.03546 -2.25643 0.18190  0.00
H 2.74764 3.80567 -3.65050  0.10
H -7.51886 -0.81123 -2.81720  0.09
P 2.49064 -0.07773 -0.57700  1.14
C -3.27036 2.84017 4.51890  -0.11
C 2.95144 1.64347 -1.05540  -0.37
C -0.86966 2.30367 2.19140  -0.18
C -0.87806 -2.93513 3.13780  -0.08
C -2.87616 4.39817 2.06890  -0.02
H -1.77996 -0.87223 -7.35770  0.07
H -4.17586 2.92327 1.23550  0.14
H 3.74554 5.31857 -1.96680  0.10
H -0.06636 -3.08833 2.44460  0.09
H 4.74944 -2.82293 4.01390  0.10
C 3.67544 -2.31973 -4.46510  -0.09
C 4.33584 -1.15343 -4.11830  -0.08
C -5.43046 -1.15483 -3.08090  -0.01
H -3.24486 -4.66953 4.81170  0.10
C -5.19536 1.65587 -2.78170  -0.01
C -6.54106 -0.35453 -2.87750  -0.10
H -1.30826 5.70937 2.66190  0.10
H -0.20526 -0.56423 5.82470  0.10
H -2.29286 3.60567 -6.19630  0.10
H 4.47744 0.47227 -2.75640  0.10
Co 0.28564 -0.22113 0.06580  0.27
H -2.19516 -3.20213 -6.82690  0.10
C -3.59626 2.17437 3.24220  -0.15
C 3.98334 -0.46443 -2.97230  -0.13
H 2.98054 -2.61433 -0.04050  0.04
N -2.74076 1.16767 -3.07790  0.00
C -2.23226 1.97457 1.55780  -0.19
C -2.56796 -2.40313 -3.46000  -0.17
H -2.15976 4.40807 -3.81640  0.12
H 6.83094 0.25217 4.64200  0.07
C -6.42366 1.02357 -2.72700  -0.09
H 0.02164 2.88157 -6.40150  0.07
C 6.38714 -0.51893 0.70620  -0.06
C 2.43774 -0.35693 3.72730  -0.18
H -2.46346 -0.47343 4.83180  0.10
H -7.31226 1.61027 -2.54350  0.10
C -1.21606 -2.88943 -0.08570  -0.38
C 5.38934 -2.09743 4.51380  -0.01
C -2.93726 -2.98053 -4.83060  -0.18
H -5.52786 -2.22583 -3.17140  0.11
C 3.88574 -0.33663 1.87530  -0.21
H -2.73836 -1.94763 1.05310  0.07
H 1.61674 -0.79773 7.45900  0.10
C -1.58946 4.68027 2.46780  -0.07
C 0.82014 -0.53233 5.49400  -0.08
H -0.00576 1.96957 1.60490  0.08
H 2.21764 1.48657 -3.06910  0.07
H -3.98386 -2.75613 -5.05330  0.10
H -2.61256 2.90037 -1.98260  0.12
C 2.31804 -2.11343 -2.49520  -0.14
C -2.21726 -1.46353 4.47500  -0.10
C -2.36596 -1.10013 -6.46970  -0.11
C 3.47534 -0.54353 4.63460  -0.10
C 2.31134 -3.06853 0.69640  -0.05
C -1.61636 -4.01743 3.57810  -0.07
C 0.91494 -3.24633 0.20100  -0.44
C -1.17406 1.24187 3.33540  -0.40
H -3.42206 -0.99353 -6.71330  0.08
H -5.10696 2.71627 -2.61780  0.11
H -3.73186 -2.39583 5.64950  0.10
H 2.71804 -4.04653 0.95720  0.08
N -2.92106 -1.01883 -3.29600  -0.02
H 5.47104 1.37657 4.62150  0.10
H 7.14164 -0.65023 2.69310  0.11
C -3.32226 3.00377 1.91280  -0.13
H 0.07514 2.36607 -4.71870  0.01
H -3.32276 -3.06183 -0.18940  0.07
H -1.48986 -2.48963 -3.30000  0.08
C -2.93986 -2.55153 4.93060  -0.08
H 6.40994 -2.25833 4.17580  0.08
C -0.36446 3.08467 -5.40460  -0.12
Se -0.25066 -0.15543 -3.31880  0.83
C -2.59786 1.10797 2.77540  -0.14
H 3.93374 -2.84113 -5.37660  0.10
O -1.57616 0.29107 -0.02200  -0.14
Br -1.77726 3.50917 6.81900  0.67
H 0.88534 -5.41183 -0.18230  0.08
H -3.59376 5.19127 1.92050  0.10
C -4.19556 -0.52813 -3.13960  -0.14
C 5.78274 0.37267 4.90250  -0.02
H 1.51684 -2.49833 -1.88170  0.07
H 7.36514 -0.56083 0.25230  0.10
C 1.84314 -0.67273 6.41110  -0.06
C 3.52314 4.29097 -1.71290  -0.09
H -2.99616 0.10127 2.64450  0.14
H -2.10506 -0.37173 -5.70860  0.02
C -2.57716 -2.29713 0.03140  -0.04
C -2.65586 -3.82763 4.47220  -0.09
C 1.10354 -0.36673 4.14560  -0.23
H 0.35614 3.93047 2.96010  0.13
N 0.21634 2.63457 -0.81480  0.13
C 3.47064 2.51237 -0.10170  -0.08
H -1.11206 2.39457 -2.75880  0.06
C 6.26024 -0.55283 2.07820  -0.03
C -2.51296 3.40827 -4.07660  -0.17
H -4.62666 1.80917 3.25990  0.15
C -2.05546 -2.51133 -5.98960  -0.25
C 2.98354 -0.94753 -2.12700  -0.34
C 5.01244 -0.49273 2.68170  -0.10
C 3.15314 -0.68993 5.97700  -0.03
H 2.12134 -3.68813 -3.92350  0.11
H -2.83976 -4.06583 -4.74770  0.11
H 5.36044 -0.50533 -1.15500  0.09
O -3.42106 1.42957 -0.40710  0.05
H 5.12654 -0.76893 -4.74890  0.10
C 3.99624 -0.33633 0.47720  -0.25
P -0.18796 -0.28703 2.83640  1.25
H -3.59736 3.45817 -4.20710  0.10
C -2.08076 2.59917 5.14710  -0.69
C 5.25714 -0.44833 -0.08530  -0.06
O 2.63264 -0.19223 2.38650  -0.02
H -0.13366 1.73217 5.23330  0.08
C 0.35534 -4.47563 -0.11530  -0.10
C -1.18876 -1.64543 3.55590  -0.34
H -1.00836 -2.55663 -5.68510  0.10
H -3.07836 -2.97903 -2.68320  0.12
C 2.66004 -2.79123 -3.65300  -0.07
C -2.39736 1.22327 0.24430  -0.54
H -3.98506 3.54507 4.91090  0.10
H 5.68694 0.27127 5.98040  0.08
H 4.17004 4.48857 0.31500  0.10
H -1.76866 -4.97293 -0.52550  0.08
C -1.88336 2.97567 -5.39990  -0.25
C 2.96964 3.44217 -2.65750  -0.08
C -0.63306 3.69897 2.59050  0.04
C 3.76154 3.82407 -0.43290  -0.09
H 3.93874 -0.83153 6.70160  0.11
C 2.68124 2.13107 -2.33300  -0.13
H -2.73006 -1.44513 -0.62300  0.05
H 3.62674 2.17107 0.91380  0.11
H -1.38136 -5.00623 3.21080  0.10
C 4.91284 -0.66883 4.18190  -0.43
C -1.06936 1.77707 4.70160  -0.18
C -1.00626 -4.24583 -0.30140  -0.10
H 2.31054 -2.44733 1.59100  0.06
C -2.04916 0.01827 -3.20580  -0.66
C -2.19016 2.48577 -2.90180  -0.16
H 5.34674 -2.28053 5.58420  0.08
C -4.07786 0.86567 -2.99470  -0.16
C 0.36374 1.56907 -0.39960  -0.39

=====

Taking the records one at a time from the top gives largest force on an atom values of 0.02080; 0.05153 hartree/bohr.
Taking the records one at a time from the top gives E_tot values of -184537.63881; -275283.68981 eV.